Entry 1:
C33H46OP2SiSn | ωB97M-V with the def2-TZVPD basis set

Last column: Mulliken charge in e.
Element x y z (Å)
P 0.214471 -2.243095 -1.494957  0.480
P -0.004613 1.045444 -1.226492  0.530
C -0.077141 -1.199380 -2.994625  0.231
C 0.386142 0.259729 -2.856593  -0.269
H -1.149897 -1.246513 -3.232568  0.412
H 0.461768 -1.667822 -3.830360  -0.681
H 1.478505 0.339544 -2.991332  0.353
H -0.080002 0.872548 -3.643970  -0.411
C -1.670240 1.748446 -1.441978  -1.340
H -1.900349 2.376161 -0.570892  0.402
H -2.422558 0.954888 -1.535573  0.337
H -1.662506 2.363074 -2.352721  0.398
C 1.061830 2.485784 -0.954607  -1.232
H 0.969405 3.155706 -1.820263  0.407
H 2.107129 2.170982 -0.836883  0.345
H 0.726817 3.002268 -0.045002  0.369
C -0.855483 -3.696697 -1.531990  -1.244
H -0.586519 -4.342608 -0.683464  0.409
H -0.720243 -4.246621 -2.473984  0.379
H -1.907680 -3.403856 -1.408641  0.322
C 1.902936 -2.874268 -1.703688  -1.303
H 2.637291 -2.059525 -1.663917  0.371
H 1.974323 -3.390754 -2.670478  0.374
H 2.125615 -3.579399 -0.891938  0.417
Sn -0.095355 -0.645418 0.728495  0.520
C 0.602854 1.147860 -6.321216  -0.111
C -0.715142 1.189650 -6.089608  -0.447
C -1.765934 0.441368 -6.859529  -0.660
C -1.353170 -0.942238 -7.437260  -0.950
C -0.677723 -1.864171 -6.463794  -0.201
C 0.633866 -1.922263 -6.196419  -0.609
C 1.708488 -1.115016 -6.861844  -0.650
C 1.307774 0.306508 -7.346893  -0.990
C 0.184449 -2.431635 1.960216  -1.627
H 1.267164 1.820368 -5.762721  0.374
H -1.109932 1.905982 -5.358166  0.492
H -2.135856 1.054128 -7.698637  0.310
H -2.629992 0.283721 -6.197580  0.328
H -2.294047 -1.436518 -7.726303  0.404
H -0.786352 -0.803683 -8.368692  0.377
H -1.354772 -2.578427 -5.978823  0.354
H 1.004828 -2.696105 -5.511834  0.719
H 2.113183 -1.664760 -7.727780  0.309
H 2.545782 -1.005175 -6.156121  0.321
H 2.254818 0.821819 -7.571340  0.402
H 0.768902 0.236327 -8.301812  0.369
H 0.935654 -2.204471 2.727436  0.414
H 0.492320 -3.293381 1.361504  0.533
H -0.789184 -2.625515 2.440437  0.309
O -0.225505 0.820265 2.247497  0.168
Si -0.108193 0.909350 3.876804  -0.512
C -0.491894 2.635517 4.465916  0.737
C -1.729610 3.195812 4.117214  -0.410
C -2.109552 4.448216 4.618277  -0.592
C -1.230691 5.179789 5.430818  -0.464
C 0.021418 4.641780 5.749304  -0.613
C 0.391729 3.377624 5.267331  -0.171
C -1.326691 -0.316343 4.613060  0.858
C -2.648820 -0.260857 4.141473  -0.383
C -3.583114 -1.217360 4.552547  -0.665
C -3.204816 -2.247855 5.419319  -0.517
C -1.889602 -2.298329 5.897251  -0.646
C -0.959839 -1.323672 5.513560  -0.140
C 1.597160 0.448920 4.448882  0.260
C 1.875903 0.319148 5.817678  -0.048
C 3.153382 -0.075648 6.242690  -0.844
C 4.146908 -0.349569 5.299801  -0.571
C 3.871211 -0.218857 3.935299  -0.544
C 2.606717 0.208799 3.508427  -0.216
H -2.408922 2.661619 3.443076  0.144
H -3.087663 4.856003 4.363370  0.370
H -1.526949 6.153841 5.819209  0.363
H 0.718548 5.209429 6.369679  0.368
H 1.380790 2.974956 5.511055  0.297
H -2.953875 0.516583 3.433629  0.029
H -4.603166 -1.166913 4.172348  0.368
H -3.924614 -3.010373 5.714165  0.369
H -1.577245 -3.109996 6.552402  0.384
H 0.062132 -1.374447 5.903070  0.344
H 1.096386 0.520218 6.561488  0.594
H 3.356070 -0.163928 7.309427  0.386
H 5.138491 -0.660190 5.627551  0.375
H 4.639023 -0.440728 3.193517  0.387
H 2.413263 0.354193 2.438080  0.187

Atoms 1-6, force components in eV/Å:
P 0.140 1.154 0.602
P 0.038 0.100 -0.488
C 0.041 -0.637 -0.169
C 0.172 0.669 -0.039
H 0.228 0.027 0.056
H -0.370 0.299 0.169

Properties
Total charge: 0
LUMO (alpha / beta), eV: 0.31 / -0.14
Energy above the lowest of the compared OMol25 structures with the same formula, charge and spin, kcal/mol: 0.0
HOMO (alpha / beta), eV: -5.49 / -4.46
DFT total energy, eV: -69299.44573



Entry 2:
C3H7ClN2 | ωB97M-V with the def2-TZVPD basis set

Last column: natural (NBO) charge in e.
Element x y z (Å)
N 1.828398 -1.019123 -0.286135  -0.811
C 0.509370 -0.389106 -0.461352  -0.067
C -0.744523 -0.618219 0.425602  -0.273
Cl -2.375731 -0.860197 -0.198417  -0.049
C -0.093186 0.715646 0.367625  -0.075
N -0.615752 1.893652 -0.328697  -0.782
H 2.205446 -0.864239 0.642728  0.359
H 1.723021 -2.001301 -0.440488  0.363
H 0.297981 -0.235322 -1.516217  0.204
H -0.677713 -1.109544 1.364982  0.222
H 0.465550 0.882070 1.309998  0.199
H -1.435389 2.178721 0.260242  0.356
H -1.087475 1.426958 -1.139875  0.353

Atoms 1-6, force components in eV/Å:
N -1.164 1.168 0.255
C -0.164 -0.294 0.359
C 0.023 0.019 -0.854
Cl 0.147 0.055 -0.335
C 1.714 0.446 0.491
N -1.545 -1.590 0.471

Properties
Total charge: 0
LUMO, eV: 0.92
Energy above the lowest of the compared OMol25 structures with the same formula, charge and spin, kcal/mol: 33.1
HOMO, eV: -9.15
DFT total energy, eV: -18725.89802



Entry 3:
C8H13INS | ωB97M-V with the def2-TZVPD basis set

Last column: Löwdin spin population.
Element x y z (Å)
C -2.554708 2.007989 -0.964058  0.026
C -3.746522 1.559959 -0.949196  0.001
C -2.586148 1.050185 1.100288  0.323
C -1.700476 1.793243 0.220031  0.059
C 3.015174 -0.917964 -0.726460  0.005
C 1.766592 -1.926135 1.389017  0.012
C -0.408334 2.057816 0.436059  0.380
C 0.573310 -0.655661 -0.430945  0.678
N 1.803690 -1.498698 -0.135658  0.081
S -4.106942 0.756327 0.547606  0.177
I -1.261733 -1.704837 -0.264685  0.153
H -2.115250 2.510000 -1.827315  0.001
H -4.334541 1.548701 -1.883823  -0.001
H -2.333037 0.720495 2.182789  0.007
H 2.939427 -1.231548 -1.768432  0.000
H 3.255788 0.068943 -0.536196  0.001
H 3.894864 -1.514405 -0.405877  0.000
H 1.328227 -2.942959 1.348064  0.001
H 2.799700 -2.125830 1.675114  0.000
H 1.378938 -1.270507 2.056501  0.001
H 0.110915 1.855266 1.328386  0.024
H -0.011068 2.735744 -0.254428  0.023
H 0.694012 -0.394922 -1.519471  0.029
H 1.598122 -2.481198 -0.617302  0.020

Atoms 1-6, force components in eV/Å:
C 5.701 2.468 -0.577
C -3.734 -1.668 -1.165
C 2.660 0.231 2.897
C -4.048 -2.141 0.848
C 1.345 -3.745 -0.779
C 2.676 -3.305 -3.202

Properties
<S²>: 2.035
Total charge: +1
LUMO (alpha / beta), eV: -3.62 / -5.80
Energy above the lowest of the compared OMol25 structures with the same formula, charge and spin, kcal/mol: 61.1
HOMO (alpha / beta), eV: -9.65 / -12.02
DFT total energy, eV: -28920.37246
Spin multiplicity: 3



Entry 4:
H22O11 | ωB97M-V with the def2-TZVPD basis set

Last column: natural (NBO) charge in e.
Element x y z (Å)
O -2.987266 3.446150 1.854790  -0.938
H -2.992819 3.054987 0.981181  0.469
H -3.577382 4.196604 1.785467  0.469
O 1.389882 -0.253682 -0.359187  -0.943
H 0.499954 -0.581988 -0.230819  0.471
H 1.271888 0.620836 -0.730048  0.472
O 4.748894 -3.221425 0.625246  -0.939
H 3.934489 -2.791551 0.364107  0.472
H 4.805790 -3.074484 1.569378  0.467
O -4.025468 0.806240 -2.039891  -0.940
H -4.595781 0.091811 -1.756050  0.470
H -4.172186 0.869941 -2.983632  0.469
O 5.343935 2.037319 1.674606  -0.936
H 6.024037 1.390508 1.862560  0.466
H 4.550394 1.519107 1.540500  0.470
O -1.116487 -4.877636 -4.099830  -0.938
H -1.030205 -5.474379 -4.843252  0.470
H -0.485126 -4.180393 -4.277235  0.469
O -3.502002 -0.648630 3.523033  -0.939
H -3.450772 -1.361023 2.885778  0.466
H -3.267076 0.135101 3.026252  0.472
O -0.213055 -3.175049 5.525996  -0.935
H -0.957881 -3.726547 5.765357  0.466
H -0.402300 -2.891069 4.631686  0.469
O -1.505262 -3.871001 1.083130  -0.945
H -1.231439 -4.625561 1.604565  0.471
H -1.524810 -4.195755 0.182918  0.474
O 0.520949 4.593633 -4.902000  -0.937
H 0.977151 4.752727 -5.728319  0.469
H 0.222168 3.686355 -4.963632  0.468
O 2.081069 5.818123 -0.852306  -0.937
H 3.008363 5.987788 -1.018361  0.467
H 1.658354 5.942942 -1.701988  0.470

Atoms 1-6, force components in eV/Å:
O 0.106 -0.156 0.202
H 0.021 -0.103 -0.268
H -0.138 0.202 0.034
O 0.240 -0.161 0.022
H -0.235 -0.128 0.089
H 0.023 0.264 -0.080

Properties
Total charge: 0
LUMO, eV: -0.09
Energy above the lowest of the compared OMol25 structures with the same formula, charge and spin, kcal/mol: 61.9
HOMO, eV: -11.34
DFT total energy, eV: -22878.82780